[1]
Formula: C33H29BrCsN7O7S
Source: the Open Molecules 2025 dataset
Level of theory: ωB97M-V/def2-TZVPD

Each line ends with the Mulliken charge.
Geometry (Å):
C -2.348 -4.186 -1.092  -0.831
H 2.017 2.247 5.439  0.335
H -0.101 3.845 -2.434  0.416
C -4.759 0.161 -1.451  -0.623
C 4.047 -1.677 0.228  0.001
H 7.452 0.197 -0.426  0.356
S 2.157 4.781 -2.880  -0.239
H -4.645 3.023 2.173  0.382
C -4.585 -1.260 -0.839  0.269
H -3.865 0.000 -3.898  0.215
N 0.516 -0.035 3.483  -0.266
N 1.461 2.572 -1.817  0.026
H 4.051 1.113 4.529  0.402
Cs -1.165 -0.130 -0.186  1.494
H -2.940 -1.048 -2.819  0.254
H -3.299 -3.702 -0.898  0.409
C 5.288 0.250 -0.577  0.420
C 0.130 -5.332 -1.580  -0.028
H 5.555 2.169 -1.481  0.180
N -3.522 0.753 -1.958  0.813
C 2.896 -0.234 3.317  -0.454
C -0.956 -5.662 -2.382  -0.417
H -4.324 2.612 -1.501  0.477
C -2.747 2.316 4.884  -0.630
H -1.669 -0.110 -4.703  0.457
H -5.526 0.106 -2.240  0.204
C 1.603 -0.610 2.966  -0.085
H -5.138 0.803 -0.651  0.384
C -3.664 2.172 -2.254  -1.013
H 4.433 3.989 -2.432  0.304
C -3.073 -0.004 -3.122  -0.487
H 7.409 -2.061 0.597  0.365
C -1.799 0.491 -3.798  -0.692
C 3.556 1.462 -1.242  0.265
N 3.011 0.387 -0.762  -0.462
H -0.403 1.884 5.834  0.260
C 0.966 3.647 -2.336  -0.047
O -3.672 -1.377 0.016  -0.676
C 1.937 1.411 4.755  -0.625
N 4.934 1.452 -1.155  0.019
H -1.912 1.531 -4.119  0.287
C 1.160 -3.951 0.376  0.207
C 4.070 -0.406 -0.343  0.261
C 2.831 2.598 -1.813  0.023
C 6.515 -0.315 -0.245  -1.191
C -2.627 2.293 2.179  -0.737
O 2.017 -4.778 0.721  -0.757
N -1.548 1.905 2.854  -0.143
C 5.265 -2.246 0.555  -0.720
C -2.346 2.976 -2.172  0.512
H -1.331 -3.139 0.476  0.877
H 3.742 -0.733 2.863  0.443
H -0.818 -6.352 -3.205  0.378
O -1.494 2.554 -1.350  -0.654
H 5.274 -3.238 0.989  0.508
H -0.499 1.123 -2.483  0.010
C -3.849 2.727 4.163  -0.386
C -3.800 2.721 2.776  -0.868
C -1.245 -3.869 -0.318  -0.408
O -5.379 -2.135 -1.234  -0.818
H -2.527 2.277 1.100  1.027
O -0.619 0.331 -3.033  -0.587
H -3.037 -5.343 -2.768  0.389
H 1.441 -1.406 2.243  0.553
O -2.238 3.980 -2.909  -0.866
H -2.761 2.285 5.966  0.322
C 3.060 0.786 4.235  -0.577
C 3.392 3.727 -2.335  -0.434
H 3.102 -2.188 0.404  0.391
C -2.194 -5.093 -2.134  -0.612
C 0.687 0.959 4.342  0.422
C -1.603 1.914 4.180  0.387
C 6.477 -1.577 0.326  -0.279
O 1.102 -2.726 0.663  -0.831
H -4.747 3.040 4.682  0.368
H -4.130 2.353 -3.236  0.214
N -0.467 1.554 4.889  -0.127
C 0.018 -4.425 -0.534  0.521
Br 1.800 -6.132 -2.055  -0.236

Charge ... -2
Energy relative to the best compared isomer or geometry (same formula, charge and spin) ... 11.6 kcal per mole
Kohn-Sham gap ... 0.250 Eh

[2]
Formula: C41H40ClGeN4O6S2Tc
Source: the Open Molecules 2025 dataset
Level of theory: ωB97M-V/def2-TZVPD

Each line ends with the Mulliken charge.
Geometry (Å):
H -1.840 -2.652 -4.164  0.250
H -0.769 -4.278 -1.773  0.466
H 3.623 3.282 2.782  0.515
H 2.624 -2.751 -5.266  0.312
C -5.390 2.161 -1.410  -0.096
H -2.735 2.742 -3.419  0.489
H -0.366 3.877 1.037  0.584
C -3.766 2.557 -3.134  -0.019
H 3.329 -0.383 -3.202  0.297
H -4.145 4.552 3.860  0.422
H -7.405 1.848 -2.078  0.425
C -3.431 2.384 1.340  -0.247
H -0.158 7.732 -0.800  0.378
C -4.065 1.257 1.863  -0.056
C -2.570 -0.488 -0.615  0.817
H 3.325 -2.874 -3.637  0.290
C -2.299 -1.794 2.835  -0.868
H 6.177 0.148 4.217  0.404
Ge -2.589 2.434 -0.466  3.205
H -5.290 2.546 4.744  0.382
H -5.106 -3.426 -0.859  0.378
C 3.970 2.258 2.761  -0.698
H -4.058 0.329 1.302  0.779
H -0.330 -2.825 -0.844  -0.022
H -0.284 -2.403 -4.974  0.392
H -1.877 -2.899 -1.705  0.206
O 1.626 -0.811 0.817  -0.621
H -4.906 -1.791 -2.720  0.496
O 2.371 1.238 -0.536  -0.498
Cl 0.180 2.112 -1.855  -0.502
C -0.608 6.749 -0.733  -0.636
N -0.170 -2.636 -2.904  0.253
C -2.201 5.130 -1.517  -0.746
C -4.722 1.313 3.084  -0.795
C -4.124 3.626 3.300  -0.705
S 2.259 2.079 0.655  1.198
H -6.838 2.083 -4.470  0.393
N 0.867 -0.888 -1.740  0.715
H 1.828 -0.555 -1.693  -0.807
C -6.383 2.048 -2.375  -0.660
C -0.422 -0.856 3.923  -1.075
H -3.229 -2.341 2.857  0.436
H -0.734 -4.020 -4.382  0.350
H -5.214 0.431 3.476  0.447
C -4.072 2.407 -1.778  -0.706
C -6.065 2.179 -3.718  -0.612
C -1.571 -1.621 3.992  -0.994
O 2.641 3.449 0.503  -0.641
O 3.253 -2.428 1.496  -0.761
C -4.396 -2.613 -0.799  -1.336
H 2.898 -0.331 -4.924  0.324
H 0.187 -0.659 4.793  0.518
H -1.905 -2.053 4.926  0.427
H -2.980 4.452 1.691  0.361
C 4.961 1.809 3.616  -0.665
H -1.983 7.098 -2.341  0.415
C 2.390 -2.789 -4.201  -1.141
H -3.257 0.013 -2.578  0.772
H -4.504 2.533 -5.148  0.417
N 1.674 -1.577 -3.815  0.139
C -1.749 4.212 -0.575  0.290
C 4.824 -0.385 2.646  -0.690
H -5.637 2.049 -0.360  0.365
O 0.884 1.916 1.217  -0.392
H 0.643 6.113 0.892  0.412
C -0.053 -0.324 2.705  -0.532
C 5.394 0.492 3.554  -0.599
C 0.773 -1.665 -2.774  0.636
C -1.862 -1.246 1.629  1.156
H 1.783 -3.668 -4.003  0.395
C -2.669 -1.432 0.419  0.695
C -0.162 5.843 0.220  -0.918
H 5.106 -1.427 2.599  0.549
H 1.885 0.508 -3.738  0.292
C -4.754 2.438 -4.098  -0.767
Tc 0.301 0.445 -0.199  -0.569
H -3.006 4.856 -2.188  0.289
C -3.574 -2.487 0.306  -0.619
N -0.733 -0.514 1.563  0.871
C -3.377 -0.663 -1.748  -0.968
C -0.830 -3.186 -1.739  -0.821
C -4.287 -1.697 -1.837  -1.092
S 3.069 -1.208 0.750  1.644
C 3.411 1.388 1.834  0.347
C -1.635 0.625 -0.548  1.157
H 0.815 0.303 2.660  0.407
C -4.759 2.499 3.802  -0.694
C -3.467 3.567 2.079  -0.538
O 3.637 -1.211 -0.575  -0.696
C -0.731 4.584 0.302  -0.178
H 5.403 2.491 4.330  0.402
C 3.843 0.061 1.771  -0.159
C 2.497 -0.376 -3.911  -1.012
C -0.785 -2.946 -4.178  -1.129
C -1.631 6.394 -1.597  -0.748
H -3.622 -3.242 1.079  0.465

Energy relative to the best compared isomer or geometry (same formula, charge and spin) ... 0.0 kcal per mole
Kohn-Sham gap (spin up / spin down) ... 0.257 / 0.257 Eh

[3]
Formula: C21H23F2N6O2RuS
Source: the Open Molecules 2025 dataset
Level of theory: ωB97M-V/def2-TZVPD

Each line ends with the Mulliken spin population.
Geometry (Å):
C 2.246 -1.908 -0.716  0.275
C -0.472 3.737 1.085  0.000
H 1.266 4.137 2.283  0.000
H -2.777 -3.288 1.189  -0.001
O -2.839 -0.844 -2.405  0.031
H -2.230 -2.109 3.339  -0.001
H -0.911 -2.997 -0.429  -0.002
C -0.685 -3.141 0.626  0.019
C 3.630 2.318 2.109  0.008
N 0.526 0.169 -2.697  0.069
C -1.879 2.580 -0.497  -0.010
H -0.779 -4.627 2.888  0.000
H 2.045 0.878 -5.590  0.000
Ru 0.797 -0.241 -0.509  4.073
H -2.011 -4.861 0.871  0.001
H -1.231 -1.245 1.066  -0.008
H -2.018 -0.326 -4.807  0.000
H 4.456 -0.696 0.607  0.004
N 0.434 1.812 0.279  0.102
H -1.079 -2.869 4.459  0.001
C 2.586 1.816 1.399  -0.047
C -0.696 2.657 0.237  0.019
C -2.553 4.678 0.537  0.001
C 1.484 0.517 -3.564  0.026
C 1.245 0.592 -4.923  0.004
O -1.228 -0.564 -0.887  0.162
H 0.221 -3.751 0.686  0.003
C -1.301 -2.676 3.410  0.006
H -1.187 5.604 1.923  0.000
H 0.768 -2.541 2.807  0.006
N -1.583 -4.008 2.755  -0.001
C 1.271 2.388 1.128  0.068
H -3.721 3.570 -0.883  0.000
H -0.234 0.338 -6.459  0.000
C -1.711 -0.538 -2.118  0.008
H 3.700 3.240 2.662  0.001
C -1.384 4.771 1.262  0.001
H -2.373 -4.466 3.213  0.000
F 3.224 -1.348 -1.522  0.029
H -3.299 5.454 0.634  0.000
C -2.793 3.599 -0.330  -0.001
N 2.820 0.615 0.779  0.005
C -1.011 -0.078 -4.500  0.003
H -2.085 1.761 -1.167  0.004
C -0.698 -0.131 -3.158  0.033
S 4.948 1.241 2.012  0.010
N -0.422 -1.839 1.247  0.017
C -1.854 -3.861 1.273  0.005
H 2.762 -2.533 0.020  0.003
F 1.522 -2.768 -1.530  0.037
H -0.012 -1.003 3.129  0.001
C 4.040 0.212 1.016  -0.004
C -0.163 -1.983 2.675  0.011
C -0.022 0.290 -5.399  0.010
N 0.790 3.529 1.637  0.012
H 2.460 0.736 -3.151  0.005

Charge ... +2
Kohn-Sham gap (spin up / spin down) ... 0.295 / 0.253 Eh
2S+1 ... 6